1.
A cluster of 2 separate species, C14H18FN2O in total at a distorted geometry, computed with the ωB97M-V functional and the def2-TZVPD basis.

Geometry as ORCA input:
```
! wB97M-V def2-TZVPD RIJCOSX def2/J DEFGRID3
* xyz 1 1
N -0.50 -1.41 0.52
C -0.54 0.12 0.45
C 0.82 0.94 0.97
N 0.85 2.49 0.92
C -0.37 3.30 0.44
C -1.77 2.57 -0.11
C -1.88 0.93 -0.12
C -3.15 0.05 -0.65
C -4.44 0.00 0.36
C -5.44 1.33 0.22
O -5.41 2.09 1.48
H -1.25 -1.74 1.19
H 0.44 -1.67 0.91
H 1.76 0.32 1.35
H 1.75 2.96 1.24
H -0.23 4.48 0.48
H -2.66 3.23 -0.49
H -3.50 0.48 -1.70
H -2.76 -1.05 -0.81
H -4.18 -0.24 1.48
H -5.11 -0.92 -0.01
H -6.56 0.93 0.07
H -5.20 1.95 -0.75
H -6.39 2.34 1.64
F 4.85 -3.35 1.55
C 4.75 -2.66 0.41
C 5.60 -2.96 -0.65
C 5.49 -2.24 -1.84
C 4.54 -1.23 -1.96
C 3.69 -0.93 -0.90
C 3.79 -1.65 0.29
H 6.34 -3.74 -0.54
H 6.15 -2.47 -2.68
H 4.45 -0.67 -2.89
H 2.95 -0.14 -0.99
H 3.13 -1.44 1.13
*
```

Computed properties:
* DFT total energy: -22539.7040 eV
* energy relative to the best compared isomer or geometry (same formula, charge and spin): 98.2 kcal/mol
* LUMO level: -0.182 Ha

Atom charges from the Löwdin analysis, given in e for atoms 1 to 5: number 1, N, carries 0.04; number 2, C, carries -0.09; number 3, C, carries 0.06; number 4, N, carries 0.00; number 5, C, carries 0.04

***

2.
An isolated molecule of C7H12N2 at a distorted geometry, computed with the ωB97M-V functional and the def2-TZVPD basis.

Geometry as ORCA input:
```
! wB97M-V def2-TZVPD RIJCOSX def2/J DEFGRID3
* xyz 0 1
C 0.11 -0.60 2.42
N -0.62 0.09 -0.60
C 0.45 0.58 0.13
C 0.96 -0.39 1.20
N -1.83 -0.10 0.08
C -0.67 0.27 -2.05
C 1.14 1.71 -0.05
C 2.15 -1.00 1.06
C -1.42 -0.39 -2.94
H -2.55 -0.46 -0.55
H -2.17 0.80 0.41
H 0.04 1.00 -2.43
H 0.67 -1.06 3.24
H -0.29 0.35 2.79
H -0.73 -1.26 2.19
H 0.85 2.43 -0.81
H 2.00 1.95 0.56
H 2.77 -0.85 0.18
H 2.54 -1.66 1.83
H -2.09 -1.19 -2.64
H -1.31 -0.21 -4.00
*
```

Computed properties:
* DFT total energy: -10430.5284 eV
* energy relative to the best compared isomer or geometry (same formula, charge and spin): 68.0 kcal/mol
* LUMO level: 0.036 Ha
* SMILES: C=CN(N)C(=C)C(=C)C

Atom charges from the Löwdin analysis, given in e for atoms 1 to 5: number 1, C, carries -0.08; number 2, N, carries -0.17; number 3, C, carries -0.32; number 4, C, carries -0.31; number 5, N, carries 0.08

***

3.
A structure of composition C40H29F2MnN9O4 at a distorted geometry, computed with the ωB97M-V functional and the def2-TZVPD basis.

Geometry as ORCA input:
```
! wB97M-V def2-TZVPD RIJCOSX def2/J DEFGRID3
* xyz -2 6
Mn 0.15 0.27 1.60
O -1.71 1.09 5.67
C -3.00 0.94 5.38
C -3.95 1.47 6.26
C -5.30 1.33 6.00
C -5.73 0.66 4.86
C -4.80 0.14 3.98
C -3.44 0.26 4.22
C -2.44 -0.28 3.28
O -1.19 -0.24 3.59
N -2.89 -0.80 2.15
N -1.89 -1.12 1.30
C -2.12 -1.95 0.34
C -1.11 -2.38 -0.58
C -1.43 -3.29 -1.60
C -0.47 -3.78 -2.46
C 0.86 -3.40 -2.30
C 1.21 -2.50 -1.32
C 0.25 -1.94 -0.45
O 0.62 -1.07 0.42
H -1.22 0.63 4.91
H -3.60 1.99 7.14
H -6.02 1.75 6.69
H -6.79 0.56 4.66
H -5.11 -0.38 3.08
H -3.11 -2.40 0.24
H -2.46 -3.59 -1.71
H -0.75 -4.48 -3.24
H 1.62 -3.80 -2.96
H 2.24 -2.19 -1.20
F 3.08 -1.48 5.87
C 3.10 -0.88 4.63
C 1.91 -0.70 3.94
C 1.91 -0.10 2.68
C 3.15 0.31 2.12
C 4.31 0.11 2.87
F 5.54 0.54 2.44
C 4.31 -0.48 4.12
C 3.15 0.92 0.79
C 4.26 0.94 -0.06
C 4.16 1.49 -1.32
C 2.93 2.03 -1.72
C 1.89 2.00 -0.81
N 1.97 1.46 0.40
H 0.99 -1.01 4.40
H 5.23 -0.62 4.67
H 5.20 0.51 0.25
H 5.01 1.49 -2.00
H 2.81 2.48 -2.70
H 0.93 2.46 -1.06
C 3.41 -3.46 -6.27
C 2.44 -2.50 -5.63
C 2.85 -1.65 -4.60
C 1.98 -0.77 -4.01
C 0.65 -0.70 -4.44
N -0.22 0.19 -3.82
C -1.42 0.63 -4.30
O -1.86 0.41 -5.42
N -2.13 1.46 -3.46
C -2.04 1.80 -2.10
C -2.68 2.99 -1.70
C -2.71 3.27 -0.34
C -2.05 2.45 0.55
N -1.36 1.36 0.16
C -1.42 1.03 -1.14
C 0.23 -1.55 -5.46
C 1.12 -2.43 -6.04
H 4.14 -3.81 -5.54
H 3.94 -2.98 -7.09
H 2.88 -4.32 -6.67
H 3.88 -1.69 -4.26
H 2.31 -0.13 -3.21
H 0.12 0.60 -2.96
H -2.92 1.89 -3.93
H -3.16 3.63 -2.43
H -3.24 4.14 0.03
H -2.08 2.65 1.61
H -0.97 0.07 -1.40
H -0.80 -1.51 -5.79
H 0.77 -3.09 -6.83
N 0.09 1.87 2.58
C -0.03 2.86 3.20
N 0.04 3.96 3.80
C -0.72 4.76 4.44
N -1.29 5.59 5.01
*
```

Computed properties:
* DFT total energy: -100309.2987 eV
* energy relative to the best compared isomer or geometry (same formula, charge and spin): 9.9 kcal/mol
* LUMO level (spin up / spin down): 0.143 / 0.143 Ha

Atom charges from the Löwdin analysis, given in e for atoms 1 to 5: number 1, Mn, carries 0.92; number 2, O, carries 0.04; number 3, C, carries -0.28; number 4, C, carries -0.03; number 5, C, carries -0.12

***

4.
A structure of composition C24H13N11O4S2Zr, computed with the ωB97M-V functional and the def2-TZVPD basis.

Geometry as ORCA input:
```
! wB97M-V def2-TZVPD RIJCOSX def2/J DEFGRID3
* xyz 0 1
Zr -0.08 1.40 1.21
O 2.30 -0.18 4.14
C 1.44 0.30 3.47
O 1.55 0.71 2.21
C -0.03 0.52 4.00
O -0.41 0.17 5.07
O -0.79 1.10 3.06
S -3.03 -5.09 2.18
C -4.59 -4.94 2.86
C -5.04 -3.66 2.81
C -4.11 -2.78 2.20
C -2.97 -3.42 1.80
C -1.83 -2.81 1.12
C -1.47 -1.49 1.44
N -0.53 -0.82 0.80
C 0.14 -1.43 -0.21
C -0.09 -2.76 -0.55
C 0.69 -3.35 -1.61
C 1.62 -2.63 -2.27
C 1.84 -1.25 -1.95
C 2.78 -0.45 -2.62
C 2.93 0.88 -2.28
C 2.11 1.39 -1.25
N 1.23 0.65 -0.60
C 1.10 -0.66 -0.93
C 3.87 1.76 -2.97
C 4.26 1.69 -4.28
C 5.19 2.71 -4.63
C 5.48 3.52 -3.58
S 4.65 3.06 -2.16
C -1.11 -3.45 0.14
H -5.09 -5.81 3.27
H -6.01 -3.36 3.18
H -4.29 -1.73 2.03
H -1.98 -0.97 2.24
H 0.50 -4.39 -1.86
H 2.20 -3.08 -3.07
H 3.40 -0.88 -3.40
H 2.17 2.43 -0.96
H 3.87 0.97 -4.98
H 5.61 2.84 -5.62
H 6.15 4.37 -3.56
H -1.34 -4.47 -0.14
N -2.42 3.88 0.25
C -1.11 3.92 0.69
N -0.70 4.38 1.88
N 0.59 4.08 1.93
N 0.97 3.49 0.82
N -0.11 3.38 -0.01
C -2.91 2.58 0.07
N -4.13 2.29 -0.30
N -4.17 0.94 -0.26
N -3.05 0.45 0.10
N -2.18 1.48 0.34
H -3.05 4.48 0.76
*
```

Computed properties:
* DFT total energy: -72634.9089 eV
* energy relative to the best compared isomer or geometry (same formula, charge and spin): 0.0 kcal/mol
* LUMO level: -0.060 Ha

Atom charges from the Löwdin analysis, given in e for atoms 1 to 5: number 1, Zr, carries 1.85; number 2, O, carries 0.15; number 3, C, carries -0.51; number 4, O, carries -0.21; number 5, C, carries -0.49

***

5.
An isolated molecule of C4H8N4 at a distorted geometry, computed with the ωB97M-V functional and the def2-TZVPD basis.

Geometry as ORCA input:
```
! wB97M-V def2-TZVPD RIJCOSX def2/J DEFGRID3
* xyz 0 1
C 1.28 1.04 -0.56
C 0.53 -0.28 -0.41
C 1.13 -1.14 0.62
C -1.89 0.77 0.62
H 1.58 1.54 0.33
H 2.29 0.65 -1.00
H 0.87 1.68 -1.41
H 0.64 -0.80 -1.35
H 1.04 -0.78 1.71
H 0.73 -2.05 0.78
H 2.30 -1.16 0.57
H -1.46 1.52 1.35
N -1.03 -0.05 -0.18
N -3.08 0.28 0.46
N -3.11 -0.56 -0.55
N -1.80 -0.66 -0.97
*
```

Computed properties:
* DFT total energy: -10235.1635 eV
* energy relative to the best compared isomer or geometry (same formula, charge and spin): 71.0 kcal/mol
* LUMO level: 0.024 Ha
* SMILES: CC(C)n1cnnn1

Atom charges from the Löwdin analysis, given in e for atoms 1 to 5: number 1, C, carries -0.07; number 2, C, carries -0.34; number 3, C, carries -0.09; number 4, C, carries -0.15; number 5, H, carries 0.06

***

6.
The ion C6H10N2 with charge +2 at a distorted geometry, computed with the ωB97M-V functional and the def2-TZVPD basis.

Geometry as ORCA input:
```
! wB97M-V def2-TZVPD RIJCOSX def2/J DEFGRID3
* xyz 2 1
C -0.36 -0.19 -0.71
C -0.63 2.24 -0.55
C 0.32 -0.22 0.39
C -1.29 0.98 -2.48
C 0.84 -2.42 1.49
C 1.01 -0.85 1.41
N -0.10 2.05 0.56
N -0.85 1.00 -1.27
H -0.29 -1.16 -1.39
H -0.97 3.17 -0.91
H -1.39 1.76 -3.10
H -1.60 0.13 -2.95
H -0.17 -2.67 1.52
H 1.32 -2.69 2.53
H 1.25 -2.79 0.47
H 2.04 -0.56 1.25
H 0.77 -0.49 2.43
H 0.09 2.72 1.31
*
```

Computed properties:
* DFT total energy: -9341.2555 eV
* energy relative to the best compared isomer or geometry (same formula, charge and spin): 83.2 kcal/mol
* LUMO level: -0.385 Ha

Atom charges from the Löwdin analysis, given in e for atoms 1 to 5: number 1, C, carries 0.01; number 2, C, carries -0.03; number 3, C, carries 0.14; number 4, C, carries 0.32; number 5, C, carries 0.01